# 1
Here is a cluster of 5 separate species, C61H48IN3O8Si in total at a distorted geometry from the OMol25 dataset. Energies are from ωB97M-V with the def2-TZVPD basis set.

```
122
Properties=species:S:1:pos:R:3:lowdin_charge:R:1
C -3.48720 -4.44690 1.15962 -0.1823
C -3.76707 -3.36740 2.20086 -0.8267
I -1.86276 -2.84071 3.13352 0.8613
C -4.38790 -2.10632 1.62570 -0.4117
Si -6.12070 -2.36184 0.88297 0.6988
C -6.88914 -4.03840 1.37184 -0.2571
C -8.41198 -4.03547 1.67636 -0.7585
N -8.75079 -2.91348 2.53261 0.0593
N -9.25084 -3.93250 0.50490 0.0745
N -8.77398 -5.32394 2.34316 0.0627
H -3.51770 -5.42330 1.63614 0.0787
H -2.50452 -4.30720 0.72427 0.0492
H -4.22040 -4.43954 0.35399 0.0581
H -4.38028 -3.73628 3.01286 0.0492
H -4.45374 -1.37311 2.42878 0.0530
H -3.71598 -1.66568 0.89214 0.0706
H -5.93935 -2.38566 -0.59143 -0.0389
H -6.99089 -1.21431 1.18489 -0.0329
H -6.68264 -4.77527 0.59925 0.0710
H -6.39562 -4.36062 2.29083 0.0633
H -8.13482 -2.92943 3.34217 0.0773
H -9.69322 -3.09302 2.87455 0.0869
H -9.16814 -3.02346 0.06608 0.0708
H -9.08184 -4.68331 -0.15066 0.0625
H -8.54204 -5.20840 3.32482 0.0642
H -8.16940 -6.05339 1.97692 0.0631
O -5.71634 -6.35201 -6.92475 0.1071
C -5.50735 -5.27366 -6.40928 -0.2773
C -4.49616 -4.33757 -6.97329 -0.0829
C -3.80168 -4.70165 -8.12037 -0.0018
C -2.88174 -3.82934 -8.67597 -0.0562
C -2.65143 -2.58893 -8.08984 -0.0558
C -3.33027 -2.22650 -6.93931 -0.0013
C -4.25100 -3.10006 -6.37405 -0.0828
C -4.95929 -2.70076 -5.12692 -0.2770
O -4.70929 -1.64881 -4.57659 0.1086
C -5.98609 -3.62741 -4.57484 -0.0787
C -6.68378 -3.25998 -3.43118 -0.0099
C -7.66062 -4.09670 -2.92092 -0.0588
C -7.94659 -5.30424 -3.55035 -0.0532
C -7.24566 -5.68108 -4.68311 -0.0008
C -6.26056 -4.84699 -5.19730 -0.0816
H -3.98806 -5.66503 -8.57384 0.1204
H -2.34411 -4.11318 -9.57092 0.1075
H -1.93920 -1.90501 -8.53193 0.1076
H -3.15166 -1.26619 -6.47624 0.1207
H -6.46414 -2.31943 -2.94629 0.1020
H -8.20293 -3.80677 -2.03197 0.0784
H -8.71760 -5.95306 -3.15489 0.1074
H -7.46072 -6.61972 -5.17431 0.1208
O 0.39765 1.30490 1.61797 0.1022
C 1.60295 1.15843 1.58802 -0.2724
C 2.51235 2.33283 1.50206 -0.0773
C 1.96500 3.60780 1.47015 -0.0066
C 2.79432 4.71680 1.43146 -0.0461
C 4.17577 4.55351 1.42114 -0.0462
C 4.72694 3.28334 1.43511 0.0036
C 3.89823 2.16836 1.47158 -0.0791
C 4.50362 0.81032 1.47128 -0.2573
O 5.70825 0.66553 1.39341 0.0882
C 3.59733 -0.36530 1.57287 -0.0762
C 4.14251 -1.64346 1.60464 0.0041
C 3.31344 -2.74515 1.72833 -0.0504
C 1.93571 -2.57641 1.82134 -0.0635
C 1.38588 -1.30686 1.77716 -0.0256
C 2.21252 -0.19772 1.64832 -0.0769
H 0.89128 3.73002 1.47808 0.1034
H 2.36723 5.71198 1.41261 0.1052
H 4.82252 5.42032 1.39986 0.1103
H 5.79983 3.15179 1.42099 0.1209
H 5.21386 -1.77089 1.53348 0.1096
H 3.74030 -3.73902 1.75510 0.1087
H 1.28850 -3.43767 1.92607 0.0849
H 0.31485 -1.17637 1.84492 0.0486
O 9.61198 1.35231 -2.03947 0.1060
C 10.11553 0.26086 -1.87124 -0.2773
C 9.68528 -0.61946 -0.75075 -0.0800
C 8.67436 -0.18880 0.09949 0.0075
C 8.23830 -1.00758 1.12646 -0.0579
C 8.81245 -2.26298 1.30717 -0.0522
C 9.83045 -2.69333 0.47226 -0.0045
C 10.27426 -1.87222 -0.55662 -0.0859
C 11.37975 -2.34199 -1.43437 -0.2788
O 11.92704 -3.40749 -1.23633 0.1031
C 11.79527 -1.47043 -2.56857 -0.0828
C 12.80197 -1.90410 -3.42258 -0.0032
C 13.18140 -1.11880 -4.49736 -0.0589
C 12.55697 0.10332 -4.72478 -0.0589
C 11.56147 0.54519 -3.87062 -0.0033
C 11.17939 -0.23690 -2.78759 -0.0826
H 8.22680 0.78407 -0.04702 0.1179
H 7.45198 -0.66995 1.77970 0.0784
H 8.46353 -2.90755 2.10393 0.1058
H 10.28277 -3.66530 0.61203 0.1189
H 13.28069 -2.85641 -3.24251 0.1196
H 13.96361 -1.45940 -5.16285 0.1064
H 12.84995 0.71202 -5.56998 0.1064
H 11.07531 1.49567 -4.04031 0.1197
O -3.77765 7.82871 5.86760 0.1070
C -2.83480 7.88720 5.10608 -0.2771
C -2.14817 6.65146 4.63977 -0.0825
C -2.61068 5.41250 5.06714 0.0006
C -2.00152 4.25380 4.61509 -0.0472
C -0.92795 4.32488 3.73276 -0.0414
C -0.45668 5.55828 3.31678 0.0038
C -1.05903 6.72353 3.76990 -0.0788
C -0.52137 8.03567 3.32017 -0.2747
O 0.45838 8.09586 2.60433 0.1007
C -1.22028 9.27087 3.76833 -0.0827
C -0.75839 10.50699 3.33324 -0.0022
C -1.41400 11.66338 3.71896 -0.0570
C -2.53408 11.59073 4.54061 -0.0566
C -2.99181 10.36268 4.98621 -0.0017
C -2.33560 9.19870 4.60596 -0.0816
H -3.44800 5.36222 5.74899 0.1203
H -2.36534 3.29019 4.94609 0.1092
H -0.46028 3.41681 3.37202 0.0954
H 0.37858 5.62273 2.63625 0.0872
H 0.11026 10.55667 2.69182 0.1198
H -1.05475 12.62493 3.37701 0.1071
H -3.04934 12.49555 4.83447 0.1072
H -3.85962 10.30090 5.62776 0.1204
```

## Properties
* lowest unoccupied orbital energy: -1.12 eV
* molar mass: 1106.1 g/mol
* ΔE to the lowest compared entry with this formula, charge and spin: 7.6 kcal per mole
* max |F|: 0.0201 hartree/bohr
* SMILES: C[C@@H](I)C[SiH2]CC(N)(N)N.O=C1c2ccccc2C(=O)c2ccccc21.O=C1c2ccccc2C(=O)c2ccccc21.O=C1c2ccccc2C(=O)c2ccccc21.O=C1c2ccccc2C(=O)c2ccccc21
* gap between HOMO and LUMO: 8.39 eV


# 2
Here is a structure of composition C61H50ClCsF5I2O3P3SSi at a distorted geometry from the OMol25 dataset. Energies are from ωB97M-V with the def2-TZVPD basis set.

```
128
Properties=species:S:1:pos:R:3:lowdin_charge:R:1
Cs -0.16747 -2.06229 0.80427 0.7838
C 0.86585 4.58120 6.48857 -0.1090
C -0.27689 4.24929 5.77333 -0.0938
C -0.17515 3.48323 4.62257 -0.1016
C 1.06580 3.05394 4.15375 -0.3846
C 2.20385 3.39282 4.88008 -0.0866
C 2.10502 4.14683 6.04090 -0.0951
P 1.05039 2.06048 2.61739 1.0554
C 2.69329 1.28581 2.73454 -0.4001
C 3.75748 1.58381 1.89099 -0.0853
C 4.94365 0.86693 1.97552 -0.0763
C 5.08488 -0.13920 2.92034 -0.0958
C 4.03082 -0.43535 3.77803 -0.0869
C 2.83917 0.26800 3.67949 -0.1077
C 1.25438 3.40852 1.36042 -0.3866
C 1.34929 4.74767 1.74383 -0.0895
C 1.40371 5.75744 0.79270 -0.1081
C 1.34974 5.43576 -0.55644 -0.1095
C 1.25406 4.10322 -0.93280 -0.1229
C 1.22199 3.06467 0.00038 -0.3652
Si 1.07185 1.20220 -0.47072 0.6579
C 2.69723 0.83197 -1.46252 -0.2851
C 3.65391 1.85259 -1.57045 -0.1221
C 4.96969 1.62635 -1.95306 -0.1078
C 5.38398 0.34069 -2.25247 -0.1060
C 4.45428 -0.68930 -2.19988 -0.1021
C 3.13092 -0.46359 -1.83443 -0.3794
P 1.91179 -1.85115 -1.87664 1.0516
C 2.94406 -3.38130 -1.96311 -0.3398
C 3.02329 -4.19711 -0.83730 -0.0834
C 3.73913 -5.38665 -0.87079 -0.0768
C 4.38498 -5.78375 -2.02983 -0.1068
C 4.30048 -4.99083 -3.16624 -0.0985
C 3.57992 -3.80631 -3.13339 -0.1034
C 1.41950 -1.80259 -3.65277 -0.3807
C 2.05037 -1.04002 -4.63511 -0.1156
C 1.59025 -1.04580 -5.94459 -0.0981
C 0.49207 -1.81887 -6.29617 -0.1096
C -0.14305 -2.58210 -5.32723 -0.0786
C 0.31567 -2.56969 -4.01837 -0.1002
C -0.34615 1.31470 -1.75711 -0.3148
C -0.16851 1.01923 -3.11329 -0.1051
C -1.23550 0.93904 -3.99681 -0.0883
C -2.53048 1.18755 -3.55430 -0.0898
C -2.73040 1.53370 -2.22681 -0.0953
C -1.66039 1.58396 -1.33527 -0.3761
P -1.90657 2.07532 0.41347 1.1020
C -3.11897 0.88703 1.09504 -0.3789
C -3.59156 1.15862 2.38468 -0.1434
C -4.42517 0.26791 3.04069 -0.1080
C -4.79073 -0.92414 2.42330 -0.1052
C -4.32881 -1.20547 1.14868 -0.0615
C -3.50349 -0.30142 0.48634 -0.0882
C -2.96521 3.56066 0.20385 -0.3451
C -2.30040 4.78419 0.09887 -0.0824
C -3.01019 5.96237 -0.07364 -0.0938
C -4.39673 5.94013 -0.12424 -0.1142
C -5.06982 4.73380 -0.00572 -0.0973
C -4.35908 3.55172 0.15453 -0.0946
H 0.78936 5.16832 7.39593 0.0912
H -1.25162 4.57519 6.11619 0.0966
H -1.07203 3.21317 4.07695 0.0940
H 3.17587 3.06303 4.53499 0.1045
H 3.00241 4.39648 6.59508 0.0950
H 3.64741 2.35506 1.14159 0.0928
H 5.74699 1.08127 1.28082 0.1007
H 6.00155 -0.71343 2.97155 0.0980
H 4.11688 -1.24195 4.49522 0.1074
H 2.00798 -0.00011 4.32499 0.1053
H 1.37106 5.01844 2.79089 0.0901
H 1.47745 6.79103 1.11144 0.0917
H 1.37598 6.21551 -1.30986 0.0938
H 1.19485 3.85177 -1.98831 0.1083
H 3.37159 2.86556 -1.31536 0.0754
H 5.66572 2.45759 -2.00223 0.0922
H 6.41072 0.13221 -2.53095 0.0901
H 4.77392 -1.69364 -2.44487 0.0892
H 2.51936 -3.93312 0.08117 0.0349
H 3.76979 -6.00102 0.02066 0.1042
H 4.93872 -6.71527 -2.05495 0.0914
H 4.78641 -5.29710 -4.08548 0.0929
H 3.50485 -3.20731 -4.03167 0.0977
H 2.89958 -0.42051 -4.37304 0.1012
H 2.09023 -0.43632 -6.68883 0.0946
H 0.12506 -1.81571 -7.31578 0.0919
H -1.01677 -3.17124 -5.57797 0.1049
H -0.22339 -3.13327 -3.26656 0.0971
H 0.82971 0.83395 -3.48844 0.0773
H -1.04855 0.67071 -5.03123 0.0985
H -3.37407 1.10389 -4.22792 0.1012
H -3.73429 1.74078 -1.87384 0.1038
H -3.29489 2.07788 2.88045 0.1006
H -4.77803 0.49270 4.04083 0.1021
H -5.43088 -1.62660 2.94324 0.0971
H -4.60819 -2.11562 0.63355 0.0898
H -3.14593 -0.55645 -0.50238 0.0695
H -1.21971 4.80680 0.15640 0.0764
H -2.47456 6.90102 -0.15778 0.0960
H -4.95072 6.86318 -0.25061 0.0901
H -6.15263 4.70844 -0.04291 0.0952
H -4.88782 2.61106 0.24474 0.1031
I -2.48628 -3.44620 4.65147 0.7312
C -0.50999 -3.09894 5.30983 -1.2283
I -0.31714 -1.71055 6.90389 0.6426
H 0.03926 -2.71944 4.46168 -0.1403
H -0.09438 -4.03815 5.64743 -0.0486
F -4.87074 -8.34246 -1.64855 0.0826
C -4.88973 -7.01363 -1.86985 -0.1592
C -4.10648 -6.15897 -1.11207 -0.1569
F -3.32480 -6.66120 -0.14562 0.1038
C -4.14554 -4.79922 -1.35112 -0.2448
F -3.37216 -4.02200 -0.57539 0.0565
C -4.94405 -4.20929 -2.34176 -0.6087
S -4.95782 -2.49508 -2.62128 0.5450
C -5.71545 -5.11466 -3.07970 -0.2623
F -6.52174 -4.67455 -4.05969 0.0508
C -5.69647 -6.47792 -2.85791 -0.1606
F -6.46231 -7.29939 -3.60181 0.0836
O -1.88091 -1.80295 -1.92495 -0.1909
H -2.79331 -2.12374 -2.09705 -0.0841
H -1.76130 -1.08484 -2.55950 0.0065
O -1.05378 -0.60729 3.56302 -0.2168
H -1.98713 -0.36461 3.50770 -0.0038
H -0.58219 0.16343 3.20587 -0.0422
O 2.53261 -1.70145 0.99530 -0.3473
H 2.20686 -2.41111 1.59495 -0.2020
H 3.01261 -1.08941 1.56105 0.0019
Cl 1.36701 -3.97915 2.63328 -0.3058
```

## Properties
* lowest unoccupied orbital energy: 3.31 eV
* molar mass: 1501.3 g/mol
* charge: -2
* max |F|: 0.0387 hartree/bohr
* gap between HOMO and LUMO: 4.99 eV


Q: Which of these has the highest gap between HOMO and LUMO?
A: C61H48IN3O8Si